Record 1
Here is the molecule C28H44O3 from the OMol25 dataset. Energies are from ωB97M-V/def2-TZVPD.

## Properties
HOMO energy = -0.3422 hartree
charge = 0
relative energy (zero: lowest compared OMol25 entry of this formula, charge and spin) = 5.9 kJ/mol

Positions of all 75 atoms, in Å:
1 C 8.8403 -3.6586 0.6138
2 C 9.0281 -2.3692 1.4048
3 C 8.9255 -1.1117 0.5408
4 C 7.5247 -0.8749 -0.0201
5 C 7.4392 0.4536 -0.7689
6 C 6.1067 0.6624 -1.4908
7 C 4.8747 0.6798 -0.5847
8 C 4.8819 1.8265 0.4236
9 H 4.9614 2.7771 -0.1069
10 H 5.7388 1.7326 1.0916
11 C 3.6038 1.8397 1.2687
12 C 2.4020 2.1059 0.3910
13 O 2.2179 3.1169 -0.2348
14 O 1.5693 1.0618 0.3953
15 C 0.3988 1.1450 -0.4121
16 H 0.1400 2.2053 -0.5177
17 C 0.6111 0.5074 -1.8032
18 H 0.8563 1.2731 -2.5374
19 H 1.4506 -0.1864 -1.7523
20 C -0.7027 -0.2192 -2.1480
21 H -1.0588 0.0528 -3.1401
22 H -0.5739 -1.3011 -2.1221
23 C -1.6696 0.2352 -1.0524
24 C -2.9238 -0.5870 -0.7831
25 C -3.7810 -0.7329 -2.0366
26 C -5.0195 -1.5680 -1.7242
27 C -5.7990 -1.0017 -0.5784
28 C -7.1255 -0.8481 -0.6611
29 C -7.9806 -0.4763 0.4637
30 O -9.1593 -0.2196 0.3461
31 C -7.2716 -0.5104 1.7994
32 C -5.8794 0.0945 1.6701
33 H -5.4010 0.0941 2.6499
34 H -5.9760 1.1317 1.3395
35 C -5.0141 -0.6714 0.6625
36 H -4.7028 -1.6244 1.1140
37 C -3.7366 0.1261 0.3112
38 C -2.8883 0.3843 1.5646
39 H -3.4541 1.0004 2.2638
40 H -2.6809 -0.5658 2.0597
41 C -1.5716 1.1074 1.2643
42 C -0.7794 0.3633 0.1931
43 C -0.2570 -0.9684 0.7359
44 H 0.3954 -0.7726 1.5832
45 H -1.0643 -1.6126 1.0679
46 H 0.3204 -1.4976 -0.0147
47 H -0.9878 1.1940 2.1827
48 H -1.7906 2.1186 0.9122
49 H -4.0516 1.0958 -0.0930
50 H -7.8656 0.0229 2.5427
51 H -7.1983 -1.5571 2.1091
52 H -7.6430 -1.0504 -1.5893
53 H -5.6563 -1.6517 -2.6060
54 H -4.6987 -2.5782 -1.4477
55 H -3.2088 -1.2147 -2.8303
56 H -4.0850 0.2543 -2.3909
57 H -2.6434 -1.5872 -0.4397
58 H -1.9975 1.2496 -1.3121
59 H 3.4676 0.8852 1.7771
60 H 3.6655 2.6404 2.0078
61 H 3.9901 0.7799 -1.2190
62 H 4.7902 -0.2709 -0.0550
63 H 5.9806 -0.1355 -2.2272
64 H 6.1513 1.6083 -2.0361
65 H 7.6183 1.2761 -0.0742
66 H 8.2360 0.4847 -1.5165
67 H 6.8105 -0.8818 0.8054
68 H 7.2588 -1.6832 -0.7034
69 H 9.6388 -1.1833 -0.2838
70 H 9.2099 -0.2475 1.1469
71 H 10.0134 -2.3868 1.8771
72 H 8.2821 -2.3209 2.2017
73 H 7.8341 -3.7257 0.2085
74 H 9.0047 -4.5221 1.2546
75 H 9.5483 -3.7046 -0.2110

Force components x, y, z for each atom (eV/Å):
-0.0068 0.1433 0.2095
0.1350 0.0492 -0.2070
-0.2620 -0.1737 0.2316
0.3661 0.3079 -0.0705
-0.2600 -0.2171 -0.1082
0.0062 0.0047 0.1412
0.2227 0.2268 -0.0696
-0.1800 -0.2455 -0.0225
0.0752 0.0514 0.0309
0.0434 0.0725 0.0191
0.0912 0.1207 -0.1386
0.3086 0.1764 0.3047
0.0414 0.0552 -0.1218
-0.1591 -0.3611 0.1862
-0.5261 0.1579 -0.3872
-0.0274 -0.1994 0.0424
0.1378 0.0863 0.0781
0.0733 -0.0110 -0.0109
0.0542 0.0162 -0.0199
-0.1121 0.1460 -0.0354
-0.0252 -0.0941 -0.0569
-0.0135 -0.0818 -0.0324
0.1562 -0.4506 0.1412
-0.0538 0.6433 -0.3317
0.0689 -0.3263 0.2228
0.0220 0.1810 -0.2264
-0.2076 -0.1513 0.0145
0.0981 -0.0194 -0.4745
0.0813 0.0066 0.5663
-0.0136 -0.0113 -0.0767
-0.1188 0.2588 0.0922
0.0291 -0.3625 0.0522
0.0223 0.0921 -0.0351
0.0672 0.0832 0.0123
-0.0743 0.4486 0.1260
0.0642 -0.0248 0.0063
0.1015 -0.5404 0.2588
-0.0438 0.2915 -0.1311
-0.0304 -0.0822 0.0885
-0.0604 -0.0819 0.0870
0.0461 -0.2201 -0.0234
0.1956 0.4240 0.1012
-0.1664 0.1617 -0.0851
0.0569 -0.0426 0.0691
-0.0506 -0.1309 0.0301
0.1114 -0.1721 -0.0836
0.0380 0.0810 0.0484
0.0237 0.0837 -0.0205
-0.0279 0.0461 -0.0713
-0.0542 -0.0708 -0.0618
-0.0125 -0.0436 0.0194
-0.0326 -0.0392 -0.1212
-0.0439 -0.0834 0.0446
0.0043 -0.0487 -0.0104
0.0129 0.0359 -0.0764
0.0304 0.0977 -0.0535
0.0326 -0.0840 0.0505
-0.0404 0.0863 0.0315
0.0282 0.0451 0.0519
-0.0890 -0.0282 0.0130
-0.0678 -0.0895 -0.0037
-0.0963 -0.0712 0.0187
0.0232 0.0288 -0.0884
-0.0418 -0.0006 -0.1026
0.0971 0.0590 0.0251
0.0692 0.0611 0.0362
-0.1052 -0.0870 0.0475
-0.1152 -0.0785 -0.0041
0.0757 0.0582 -0.0389
0.0526 0.0647 -0.0521
-0.0364 -0.0039 0.0920
0.0306 0.0310 0.0900
-0.0929 -0.0734 -0.0886
-0.0100 -0.1295 -0.0171
0.0637 -0.0523 -0.1219



Record 2
Here is a structure of composition C28H45Cl2DyOP at a distorted geometry from the OMol25 dataset. Energies are from ωB97M-V/def2-TZVPD.

## Properties
2S+1 = 6
HOMO energy (alpha / beta) = -0.0940 / -0.0921 hartree
charge = -1
<S²> = 9.552

Positions of all 78 atoms, in Å:
1 P -1.1907 0.9292 -0.1592
2 C -1.0114 1.3171 -1.9923
3 C -1.6427 2.5977 -2.5665
4 C -1.5409 2.6083 -4.1004
5 C -0.0848 2.4751 -4.5641
6 C 0.5703 1.2201 -3.9729
7 C 0.4572 1.2040 -2.4417
8 C -0.1885 2.1973 0.7946
9 C -0.2602 3.6760 0.3851
10 C 0.4609 4.5639 1.4118
11 C 1.9201 4.1259 1.5932
12 C 2.0104 2.6422 1.9741
13 C 1.2802 1.7562 0.9540
14 C -2.9383 1.5249 0.1621
15 C -3.9241 0.6742 -0.6620
16 C -5.3815 1.0820 -0.4050
17 C -5.7264 0.9981 1.0865
18 C -4.7511 1.8387 1.9186
19 C -3.2932 1.4314 1.6573
20 H -1.5421 0.4656 -2.4487
21 H -1.1289 3.4786 -2.1665
22 H -2.6932 2.6811 -2.2679
23 H -1.9855 3.5288 -4.4992
24 H -2.1277 1.7703 -4.5039
25 H -0.0337 2.4518 -5.6596
26 H 0.4781 3.3621 -4.2385
27 H 0.0737 0.3265 -4.3773
28 H 1.6240 1.1627 -4.2729
29 H 0.9082 0.2917 -2.0329
30 H 1.0246 2.0517 -2.0346
31 H -0.6384 2.1139 1.7970
32 H -0.0624 4.4933 2.3764
33 H -1.3019 3.9981 0.2723
34 H 0.2230 3.8031 -0.5923
35 H 0.4141 5.6150 1.1004
36 H 2.4117 4.7452 2.3535
37 H 2.4629 4.2892 0.6509
38 H 3.0600 2.3339 2.0575
39 H 1.5554 2.4952 2.9646
40 H 1.3192 0.7045 1.2598
41 H 1.7942 1.8241 -0.0133
42 H -3.0374 2.5751 -0.1496
43 H -3.7004 0.7563 -1.7316
44 H -3.7851 -0.3824 -0.3916
45 H -5.5337 2.1134 -0.7548
46 H -6.0558 0.4449 -0.9905
47 H -5.6669 -0.0506 1.4114
48 H -6.7583 1.3274 1.2597
49 H -4.9779 1.7416 2.9874
50 H -4.8784 2.9003 1.6612
51 H -2.6274 2.0678 2.2505
52 H -3.1325 0.3985 1.9975
53 Dy 0.5428 -3.1772 0.8012
54 Cl 0.1170 -1.9020 2.6624
55 Cl 0.0823 -3.2296 -1.4454
56 C 2.2202 -3.8808 1.0376
57 H 2.4079 -4.8306 1.5471
58 C 3.4158 -3.1324 0.6852
59 C 4.6446 -3.4716 1.2903
60 C 5.7990 -2.7473 1.0135
61 C 5.7547 -1.6761 0.1180
62 C 4.5491 -1.3379 -0.5042
63 C 3.3927 -2.0569 -0.2288
64 H 4.6749 -4.3040 1.9894
65 H 6.7361 -3.0177 1.4925
66 H 4.5163 -0.5166 -1.2144
67 H 2.4661 -1.8178 -0.7458
68 H 6.6573 -1.1132 -0.1023
69 C 1.2366 -7.3166 0.4931
70 C 1.0759 -6.3064 1.5900
71 C 1.1317 -6.7055 3.0376
72 O 0.8688 -5.0906 1.2835
73 H 1.4031 -8.3359 0.8995
74 H 2.1059 -7.0402 -0.1401
75 H 0.3211 -7.3291 -0.1340
76 H 1.9555 -6.1616 3.5459
77 H 0.1708 -6.4475 3.5293
78 H 1.3073 -7.7959 3.1514

Force components x, y, z for each atom (eV/Å):
0.0624 0.1434 -0.0636
-0.0197 0.0743 0.0700
0.0586 -0.1150 -0.0789
0.0718 0.0180 0.0789
-0.0390 -0.0810 0.0676
-0.0567 0.0439 0.0669
-0.0885 -0.0321 -0.0356
-0.0156 -0.0086 -0.0484
0.0498 -0.0598 0.1090
0.0426 -0.0784 -0.0736
-0.0883 -0.0795 0.0205
-0.0401 0.0072 -0.0874
-0.0676 -0.0016 0.0467
0.0582 -0.0407 -0.0173
-0.0174 0.0873 0.0900
0.0840 -0.0525 0.0674
0.0749 0.0550 -0.0363
0.0594 -0.0840 -0.0637
-0.0786 -0.0020 -0.0841
0.0864 0.0547 0.0450
-0.0526 -0.0668 -0.0555
0.1006 0.0064 -0.0483
0.0471 -0.0958 0.0300
0.0751 0.0838 0.0476
-0.0087 0.0066 0.1209
-0.0663 -0.0864 -0.0221
0.0732 0.1045 0.0686
-0.1423 0.0006 0.0419
-0.0629 0.0798 -0.0646
-0.0471 -0.0557 -0.0477
0.0930 -0.0171 -0.0951
0.0622 -0.0044 -0.1007
0.0834 -0.0093 0.0045
-0.0229 0.0007 0.0946
0.0026 -0.1022 0.0346
-0.0553 -0.0594 -0.0873
-0.0655 -0.0190 0.0900
-0.1667 0.0250 -0.0174
0.0536 0.0026 -0.1273
0.0117 0.1333 0.0015
-0.0260 -0.0005 0.0968
-0.0366 -0.0736 0.0413
-0.0335 -0.0282 0.1196
-0.0070 0.1123 -0.0333
0.0136 -0.0955 0.0433
0.0708 0.0766 0.0737
0.0098 0.1284 -0.0426
0.1095 -0.0392 -0.0192
0.0195 0.0081 -0.1296
0.0005 -0.1059 0.0158
-0.1012 -0.0928 -0.0636
0.0138 0.1169 -0.0244
-6.3195 3.3590 -0.9479
-1.0769 2.7413 3.6795
-0.9986 0.0606 -4.5951
11.8083 -1.9287 1.7028
3.1547 1.7798 0.2488
-1.2320 -0.3810 -0.1832
0.7628 0.3878 -0.0993
-0.5706 -0.1149 -0.1127
0.1909 0.2450 -0.1469
-0.0659 -0.2418 0.2870
0.5929 0.3464 -0.0791
-0.0588 0.1061 -0.0872
-0.0412 0.0199 -0.0331
0.0237 -0.0259 0.0341
0.1168 0.0397 -0.0961
-0.0736 -0.0382 0.0069
0.0141 -0.2728 -0.1362
-1.1126 0.9366 -0.2922
0.2702 -0.1005 0.3263
-5.4269 -7.6051 0.7337
-0.0925 0.5988 -0.2493
-0.4623 -0.0667 0.1652
0.5643 0.0012 0.1269
-0.4929 -0.2245 -0.1061
0.5474 -0.0676 -0.1020
-0.1036 0.6631 -0.0641



Record 3
Here is a cluster of 9 separate species, C28H46BBrFN8O in total at a distorted geometry from the OMol25 dataset. Energies are from ωB97M-V/def2-TZVPD.

## Properties
HOMO energy = -0.1847 hartree
charge = -1

Positions of all 86 atoms, in Å:
1 C 5.2640 1.5850 3.3122
2 C 4.0638 1.6512 3.2023
3 C 2.6906 1.8318 2.6793
4 B 2.1614 0.6469 1.6042
5 Br 3.3771 -1.0001 1.7712
6 O 0.7731 0.4190 1.9623
7 C 0.1788 -0.7213 1.3594
8 C -1.3529 -0.5938 1.5267
9 C -1.6866 0.9263 1.2280
10 C -2.1991 -1.4282 0.5390
11 C -1.6677 -2.8398 0.1897
12 C -0.6330 -2.8301 -0.9779
13 C -1.1753 -3.6589 1.4166
14 C 2.3631 1.2500 0.0819
15 C 3.7302 1.8684 -0.1965
16 F 1.3182 2.1363 -0.2834
17 H 6.3223 1.5412 3.3175
18 H 2.6339 2.8327 2.2356
19 H 2.0289 1.8537 3.5575
20 H 0.4968 -1.5828 1.9605
21 H 0.5043 -0.7964 0.3180
22 H -1.6332 -0.7389 2.5740
23 H -0.9944 1.2961 0.4675
24 H -1.6592 1.5360 2.1298
25 H -2.6768 0.9352 0.7553
26 H -3.1711 -1.5842 1.0238
27 H -2.4019 -0.8925 -0.3952
28 H -2.5224 -3.3939 -0.2157
29 H -1.1015 -3.2777 -1.8649
30 H -0.3866 -1.8083 -1.2699
31 H 0.2521 -3.4337 -0.7608
32 H -1.5549 -3.3000 2.3745
33 H -1.4239 -4.7069 1.2230
34 H -0.0805 -3.6239 1.4265
35 H 2.2776 0.3818 -0.5982
36 H 3.8544 2.8119 0.3386
37 H 3.8687 2.0345 -1.2738
38 H 4.4892 1.1437 0.1064
39 C -4.2291 1.2835 4.9594
40 C -4.3724 0.5500 3.7107
41 N -4.4852 -0.0242 2.7244
42 H -4.4966 2.3318 4.8328
43 H -4.8705 0.8686 5.7362
44 H -3.2020 1.2456 5.3213
45 C 1.5228 3.5894 -3.3190
46 C 1.4133 4.1831 -4.6411
47 N 1.3270 4.6380 -5.6922
48 H 0.7402 2.8491 -3.1523
49 H 2.4791 3.0869 -3.1844
50 H 1.4383 4.3357 -2.5332
51 C 0.8611 6.5631 0.1517
52 C 2.0674 5.9774 -0.4122
53 N 3.0118 5.5021 -0.8570
54 H -0.0224 5.9938 -0.1353
55 H 0.9043 6.5792 1.2399
56 H 0.7229 7.5881 -0.1913
57 C -1.1937 -7.7602 -0.4642
58 C -2.2838 -6.7988 -0.4497
59 N -3.1472 -6.0426 -0.4380
60 H -0.3255 -7.3763 -1.0010
61 H -0.8761 -8.0061 0.5440
62 H -1.4940 -8.6887 -0.9484
63 C 0.7202 3.4217 -9.0871
64 C -0.1303 2.9953 -10.1895
65 N -0.8023 2.6592 -11.0573
66 H 1.6351 2.8321 -9.0410
67 H 1.0084 4.4666 -9.1881
68 H 0.2140 3.3162 -8.1279
69 C -4.5469 -7.2164 3.0317
70 C -3.3954 -7.9412 2.5212
71 N -2.4786 -8.4998 2.1181
72 H -5.4774 -7.7069 2.7490
73 H -4.5212 -7.1521 4.1188
74 H -4.5737 -6.2005 2.6379
75 C 3.9290 2.2930 7.0032
76 C 2.6095 2.8298 7.3025
77 N 1.5700 3.2554 7.5385
78 H 4.6049 2.4166 7.8496
79 H 3.8837 1.2300 6.7708
80 H 4.3791 2.7912 6.1448
81 C -0.7013 0.0924 -7.4274
82 C -0.4674 0.4370 -6.0317
83 N -0.2834 0.7092 -4.9327
84 H 0.2189 0.1529 -8.0077
85 H -1.0865 -0.9219 -7.5231
86 H -1.4257 0.7660 -7.8846

Force components x, y, z for each atom (eV/Å):
-0.2875 0.1437 0.2715
0.0014 0.6110 -1.1760
0.3974 -0.5566 1.2273
-0.4795 2.3493 0.5513
0.1200 -0.7372 -0.1162
0.5748 -0.7446 -0.2537
-0.5260 0.2862 1.3669
0.2785 2.0615 -1.3938
-0.4405 -1.1783 -0.5127
0.1816 -1.0386 0.8535
-0.1020 -0.1111 -0.1416
-0.7386 -0.2338 -0.0722
0.5097 0.1147 -1.0663
0.6564 -1.7354 -0.1473
-0.5353 -0.0431 -0.3221
0.0877 0.3420 0.0213
0.1095 -0.1346 0.2010
0.0202 -0.1045 -0.0532
-0.1994 -0.1247 -0.2808
0.2424 -0.1782 -0.6170
-0.2211 -0.2018 0.0410
0.0830 -0.5081 -0.1375
0.0902 0.1464 0.3008
0.0781 0.1166 -0.1920
-0.0713 0.3401 0.4443
0.0151 0.1991 -0.1621
0.2352 0.0973 0.1225
-0.0425 0.1455 0.1876
0.1100 0.0141 0.0877
0.3491 -0.1564 0.1227
0.1075 0.3472 0.0394
-0.1256 -0.1503 -0.0887
-0.1620 0.0630 0.4279
-0.1245 0.1143 0.3523
-0.1948 0.3098 -0.1217
0.1505 -0.0794 -0.0405
-0.0307 0.1977 0.1493
-0.0280 0.1648 0.1690
0.1002 0.1966 0.3490
0.0096 0.0257 0.0171
-0.1635 -0.0388 0.0689
-0.0098 -0.0375 -0.1449
-0.0378 -0.0964 -0.1063
0.0315 -0.0686 -0.1371
-0.1136 -0.2617 0.4117
0.0096 -0.0890 0.0209
-0.0302 0.0051 -0.1087
-0.0128 -0.0122 -0.1801
0.0347 0.0711 -0.0986
0.0725 0.1010 -0.1132
-0.3540 0.1721 0.1688
-0.0268 -0.0450 0.0679
0.0530 0.1101 -0.0507
0.1103 -0.1176 -0.0529
0.1277 -0.0946 -0.0189
0.1305 -0.0260 -0.0770
0.5673 -0.2019 -0.2085
0.0344 -0.0166 -0.0411
-0.0715 -0.0727 0.0018
-0.1552 0.1975 -0.0734
-0.1461 0.0950 0.0606
-0.1671 0.0603 0.0171
0.2017 0.0823 0.3296
0.0383 0.0194 0.0198
-0.0033 -0.0313 0.0164
-0.0521 -0.0639 -0.1134
-0.0928 0.0017 -0.0771
-0.0662 0.0187 -0.0471
-0.3597 0.2631 0.1318
0.0091 0.0751 0.0139
-0.1219 -0.1787 0.2459
0.0934 -0.0949 -0.0801
0.1424 -0.0813 -0.0156
0.1558 -0.0522 -0.1138
0.4264 -0.1342 -0.0650
0.0327 -0.0180 -0.0415
0.0108 0.0103 0.0526
-0.1488 0.0770 0.0895
-0.1722 0.0344 -0.0606
-0.1855 0.0072 -0.0801
-0.0675 -0.0700 -0.3588
0.0002 -0.0062 -0.0248
0.0110 0.0521 -0.0178
0.0569 0.0320 0.1220
0.0107 0.0000 0.1420
-0.0015 0.0541 0.1177